[1]
# C5H14

A cluster of 2 separate species, C5H14 in total (ωB97M-V with the def2-TZVPD basis set, the Open Molecules 2025 dataset).

- ΔE to the lowest compared entry with this formula, charge and spin (kJ/mol) = 195.0
- highest occupied orbital energy (eV) = -10.678
- total energy (a.u.) = -198.81490
- SMILES = CCC.CC
- gap between HOMO and LUMO (eV) = 11.8

```
! RIJCOSX wB97M-V def2-TZVPD def2/J DEFGRID3
* xyz 0 1
H 1.178 1.378 -0.157
C 0.159 1.141 1.717
H 0.856 -1.435 -1.660
C 0.065 -2.011 -1.535
H 0.059 -2.625 -2.416
H -1.307 1.687 -0.462
H -0.675 1.599 2.259
C 0.122 -2.867 -0.226
H -1.218 3.168 0.187
H 0.290 -2.114 0.609
H -0.355 0.212 1.431
H -0.847 -3.232 -0.023
H -1.024 -1.553 -1.453
H 1.457 2.474 0.674
H 0.653 -3.672 -0.324
H -0.303 2.627 -1.286
C -0.612 2.419 -0.253
C 0.574 1.923 0.484
H 0.930 0.882 2.433
*
```

[2]
# C4H6O2S

A structure of composition C4H6O2S (ωB97M-V with the def2-TZVPD basis set, the Open Molecules 2025 dataset).

- ΔE to the lowest compared entry with this formula, charge and spin (kJ/mol) = 115.7
- highest occupied orbital energy (eV) = -9.437
- total energy (a.u.) = -704.63547
- gap between HOMO and LUMO (eV) = 9.9

```
! RIJCOSX wB97M-V def2-TZVPD def2/J DEFGRID3
* xyz 0 1
H 0.123 0.092 1.906
H 1.962 0.049 0.183
H 0.406 2.081 0.368
O -0.345 -1.971 -0.311
S -2.239 0.186 1.348
C 0.045 -0.897 0.037
H -2.447 -1.060 0.914
C 0.085 1.127 -0.050
O 1.519 -0.225 -1.810
H -0.601 1.379 -0.869
C 1.082 0.010 -0.529
C -0.463 0.112 0.973
H 0.874 -0.883 -2.161
*
```

[3]
# C6H8N2O2S

A structure of composition C6H8N2O2S (ωB97M-V with the def2-TZVPD basis set, the Open Molecules 2025 dataset).

- ΔE to the lowest compared entry with this formula, charge and spin (kJ/mol) = 288.0
- highest occupied orbital energy (eV) = -8.321
- total energy (a.u.) = -891.53080
- gap between HOMO and LUMO (eV) = 8.9

```
! RIJCOSX wB97M-V def2-TZVPD def2/J DEFGRID3
* xyz 0 1
H -0.176 1.497 2.066
H -1.196 0.439 -4.070
H 1.708 -0.649 2.225
C 0.504 0.137 -2.577
H -0.628 0.440 3.415
N 1.122 0.888 -1.636
H 1.163 -2.082 1.377
H 0.851 -1.852 3.022
N -0.880 1.950 -2.575
C 0.841 -1.258 2.003
C -0.833 0.685 2.442
O -1.774 -0.738 -0.305
C -1.137 -0.751 0.665
O 1.091 -1.006 -2.919
C -0.347 -0.521 1.646
H -1.939 0.823 2.389
C -0.646 0.778 -3.078
H 2.037 -0.990 -2.683
S 0.239 2.210 -1.405
*
```